<1>
Below is the molecule C3H5NOS, with properties calculated with ωB97M-V/def2-TZVPD.

Summary:
**HOMO-LUMO gap (alpha / beta)**: 7.8 / 7.7 eV
**LUMO level (alpha / beta)**: -1.1347 / -1.2469 eV

ORCA input file:
```
! wB97M-V def2-TZVPD RIJCOSX def2/J DEFGRID3
* xyz 0 1
C -1.70 0.02 0.17
C 2.99 0.32 0.00
C -0.63 0.98 0.07
N -1.64 -1.33 0.22
O -2.83 0.50 -0.07
S 1.14 0.09 0.20
H 3.59 1.18 0.03
H 3.27 -0.48 -0.68
H -0.79 2.10 0.27
H -0.78 -1.68 -0.18
H -2.63 -1.71 -0.04
*
```

***

<2>
Below is a structure of composition C3H5NOS, with properties calculated with ωB97M-V/def2-TZVPD.

Summary:
**HOMO-LUMO gap**: 9.3 eV
**LUMO level**: 0.8141 eV

ORCA input file:
```
! wB97M-V def2-TZVPD RIJCOSX def2/J DEFGRID3
* xyz 0 1
C -1.03 0.51 1.32
C -0.59 0.35 0.00
C 1.25 -0.61 -1.15
H -0.38 1.10 2.20
H -1.97 0.98 1.38
H -0.96 -0.53 1.84
H 1.91 -1.58 -1.01
H 2.14 0.14 -1.44
N -1.03 0.42 -1.14
O 0.74 -0.32 0.24
S -0.06 -0.45 -2.24
*
```

***

Most stable of them? <2>.